DFT (the ωB97M-V functional and the def2-TZVPD basis) results for one molecule with the formula C4H7N3O in a non-equilibrium geometry.

Properties
Net charge: 0
HOMO-LUMO gap (eV): 8.8
Relative energy (zero: lowest compared OMol25 entry of this formula, charge and spin) (eV): 3.312
Max |F| (eV/Å): 2.86

Element x y z (Å)
1 H -3.457 0.206 0.544
2 N -2.757 -0.635 0.490
3 C -1.596 -0.402 -0.009
4 N -0.801 -1.488 -0.396
5 C -1.065 0.937 -0.257
6 C 0.165 1.481 -0.043
7 C 1.514 0.785 0.095
8 N 1.794 -0.453 -0.040
9 O 3.142 -0.763 0.217
10 H 0.195 -1.325 -0.368
11 H -1.203 -2.362 -0.055
12 H -1.857 1.668 -0.518
13 H 0.218 2.550 -0.002
14 H 2.328 1.498 0.388
15 H 3.379 -1.696 -0.047

Results of the Mulliken charge analysis, in e, for atoms 1 through 6:
1 H 0.23
2 N -0.71
3 C 0.55
4 N -0.46
5 C -0.39
6 C -0.46